Entry 1:
ORCA calculation (ωB97M-V/def2-TZVPD) on a molecular structure, C31H31BrN5O2PRhS in a non-equilibrium geometry.

The max |F| comes out at 1.80 eV Å⁻¹. The calculation puts the total energy at -137366.68331 eV. The value obtained for the frontier orbital gap (spin up / spin down) is 7.553 / 7.551 eV. As for the net charge: +1. The value obtained for the energy relative to the best compared isomer or geometry (same formula, charge and spin) is 12.9 kcal per mole.

Positions of all 73 atoms, in Å:
Rh -0.576 -0.764 -0.424
N -0.302 -2.696 0.191
C 0.788 -3.321 -0.594
C 1.283 -2.428 -1.741
O 2.095 -2.831 -2.532
O 0.733 -1.228 -1.820
H -0.114 -2.614 1.189
H -1.165 -3.222 0.097
H 0.438 -4.249 -1.047
H 1.636 -3.583 0.037
N -0.451 -0.324 1.414
P 0.547 0.093 2.561
C 0.252 1.752 3.204
C 1.143 2.343 4.101
C 0.900 3.617 4.582
C -0.233 4.309 4.167
C -1.117 3.729 3.271
C -0.874 2.450 2.787
C 2.259 0.091 2.000
C 2.549 0.795 0.829
C 3.847 0.851 0.354
C 4.870 0.210 1.044
C 4.592 -0.472 2.217
C 3.290 -0.531 2.698
C 0.442 -1.001 4.003
C -0.139 -0.579 5.194
C -0.309 -1.468 6.249
C 0.103 -2.784 6.123
C 0.682 -3.219 4.936
C 0.843 -2.334 3.886
H 2.031 1.808 4.419
H 1.593 4.075 5.275
H -0.422 5.306 4.542
H -1.993 4.273 2.945
H -1.551 1.990 2.078
H 1.758 1.301 0.288
H 4.063 1.401 -0.553
H 5.885 0.251 0.670
H 5.388 -0.957 2.766
H 3.091 -1.051 3.625
H -0.469 0.445 5.306
H -0.764 -1.127 7.169
H -0.026 -3.474 6.946
H 1.010 -4.245 4.837
H 1.311 -2.686 2.970
C 0.997 -0.061 -5.336
C -0.008 0.826 -4.685
C -0.911 1.634 -5.332
C -1.805 2.375 -4.555
N -1.799 2.338 -3.219
C -0.903 1.575 -2.609
S -0.820 1.508 -0.872
N -0.026 0.838 -3.339
C -2.854 3.235 -5.177
H 0.788 -0.168 -6.397
H 1.014 -1.044 -4.860
H 1.994 0.369 -5.218
H -0.935 1.676 -6.410
H 0.539 0.138 -2.839
H -2.804 3.229 -6.263
H -2.747 4.256 -4.812
H -3.837 2.883 -4.860
Br -5.039 -1.137 -5.534
C -3.865 -1.208 -4.074
C -4.162 -0.517 -2.912
C -3.252 -0.569 -1.873
N -2.114 -1.265 -1.942
C -1.847 -1.939 -3.067
C -2.692 -1.945 -4.159
H -5.064 0.068 -2.815
H -3.423 -0.024 -0.953
H -0.908 -2.476 -3.097
H -2.435 -2.497 -5.051

---

Entry 2:
ORCA calculation (ωB97M-V/def2-TZVPD) on 2 unconnected molecules or ions with the total composition C31H31F5N3O3 in a non-equilibrium geometry.

The max |F| comes out at 3.66 eV Å⁻¹. The calculation puts the total energy at -56841.05287 eV. The value obtained for the frontier orbital gap is 5.252 eV. As for the net charge: +1. The value obtained for the energy relative to the best compared isomer or geometry (same formula, charge and spin) is 29.9 kcal per mole.

Positions of all 73 atoms, in Å:
C 4.125 1.187 2.874
O 3.600 -0.115 3.224
C 2.278 -0.213 3.046
O 1.609 0.728 2.638
C 1.722 -1.568 3.445
C 2.667 -2.755 3.203
C 1.768 -3.920 2.796
C 0.398 -3.322 2.458
N 0.511 -1.906 2.749
C -0.616 -1.105 2.609
C -0.701 -0.200 1.583
C -1.792 0.775 1.426
C -3.064 0.406 2.220
C -2.762 -0.196 3.591
C -1.827 -1.405 3.475
H 5.197 1.114 3.058
H 3.927 1.409 1.818
H 3.675 1.967 3.502
H 1.540 -1.482 4.536
H 3.395 -2.524 2.411
H 3.215 -2.950 4.131
H 2.166 -4.464 1.934
H 1.654 -4.627 3.625
H 0.138 -3.460 1.399
H -0.403 -3.786 3.054
H 0.013 -0.319 0.788
H -1.434 1.770 1.740
H -2.035 0.873 0.359
H -3.697 1.294 2.332
H -3.640 -0.319 1.629
H -2.300 0.565 4.233
H -3.696 -0.495 4.084
H -2.388 -2.246 3.024
H -1.510 -1.740 4.473
C -0.105 -4.148 -2.060
N -0.678 -3.036 -2.798
C -1.514 -3.219 -3.885
C -1.905 -1.998 -4.304
N -1.292 -1.061 -3.489
C -1.471 0.356 -3.688
C -0.821 0.972 -4.753
F -0.005 0.215 -5.527
C -0.909 2.349 -4.950
F -0.268 2.940 -5.983
C -1.621 3.122 -4.033
F -1.617 4.466 -4.144
C -2.294 2.517 -2.967
F -2.950 3.279 -2.065
C -2.229 1.134 -2.821
F -2.869 0.519 -1.789
C -0.522 -1.699 -2.575
C 0.325 -1.115 -1.523
C 0.521 0.325 -1.556
C 0.921 1.076 -0.494
C 0.984 2.532 -0.687
C 0.655 3.417 0.355
C 0.649 4.793 0.137
C 1.018 5.309 -1.112
C 1.363 4.443 -2.155
C 1.365 3.067 -1.941
O 0.808 -1.852 -0.623
H 0.393 -3.766 -1.166
H -0.907 -4.844 -1.777
H 0.623 -4.684 -2.685
H -1.755 -4.194 -4.270
H -2.560 -1.704 -5.103
H 0.361 0.790 -2.529
H 1.439 0.662 0.377
H 0.402 2.982 1.324
H 0.355 5.464 0.944
H 1.039 6.388 -1.273
H 1.639 4.833 -3.140
H 1.702 2.395 -2.736

---

Entry 3:
ORCA calculation (ωB97M-V/def2-TZVPD) on a molecular structure, C31H31GaN5O3SSeSi.

The max |F| comes out at 0.83 eV Å⁻¹. The calculation puts the total energy at -182674.76292 eV. The value obtained for the frontier orbital gap is 6.783 eV. As for the net charge: +1. The value obtained for the energy relative to the best compared isomer or geometry (same formula, charge and spin) is 10.8 kcal per mole.

Positions of all 74 atoms, in Å:
Ga -0.436 1.238 0.766
C 1.369 0.497 0.343
Si 2.442 1.002 1.780
C 1.188 0.970 3.242
N -0.200 0.599 2.820
C -1.191 1.141 3.794
C -2.458 0.299 3.825
C -2.148 -1.083 4.419
C -0.723 -1.531 4.047
C -0.292 -0.899 2.732
C 3.965 -0.033 2.118
C 5.233 0.557 2.139
C 6.370 -0.200 2.392
C 6.258 -1.561 2.630
C 5.009 -2.167 2.611
C 3.877 -1.408 2.357
C 3.025 2.791 1.617
C 3.377 3.541 2.743
C 3.803 4.857 2.630
C 3.868 5.461 1.380
C 3.533 4.732 0.247
C 3.123 3.408 0.368
H 1.251 -0.589 0.302
H 1.752 0.835 -0.620
H 1.167 1.969 3.683
H 1.502 0.278 4.030
H -1.405 2.173 3.512
H -0.746 1.142 4.793
H -2.864 0.214 2.816
H -3.207 0.812 4.429
H -2.878 -1.812 4.065
H -2.238 -1.038 5.505
H -0.677 -2.614 3.941
H -0.017 -1.260 4.835
H -1.001 -1.183 1.953
H 0.685 -1.274 2.430
H 5.335 1.618 1.949
H 7.341 0.278 2.403
H 7.145 -2.150 2.828
H 4.922 -3.230 2.793
H 2.910 -1.904 2.339
H 3.356 3.083 3.728
H 4.092 5.413 3.514
H 4.184 6.492 1.289
H 3.608 5.186 -0.734
H 2.886 2.844 -0.529
O -2.475 1.961 1.019
C -2.859 0.938 0.394
N -1.920 0.106 -0.033
S -2.551 -1.286 -0.715
O -2.200 -1.352 -2.096
O -2.256 -2.388 0.148
C -4.232 -0.737 -0.508
C -5.397 -1.375 -0.873
C -6.594 -0.721 -0.596
C -6.608 0.525 0.024
C -5.425 1.156 0.387
C -4.236 0.507 0.110
H -5.375 -2.344 -1.354
H -7.526 -1.198 -0.867
H -7.554 1.008 0.225
H -5.425 2.123 0.871
Se -0.100 5.018 2.183
N -0.305 6.011 0.771
C -0.433 5.201 -0.276
C -0.612 5.541 -1.642
C -0.708 4.513 -2.534
C -0.645 3.156 -2.107
N -0.484 2.809 -0.856
C -0.364 3.813 0.040
N -0.177 3.494 1.308
H -0.669 6.577 -1.948
H -0.843 4.716 -3.587
H -0.733 2.349 -2.826